Entry 1:
The following is a quantum chemistry calculation of a molecular structure, C3F9NaO9S3, from the Open Molecules 2025 dataset.

Properties
- HOMO (alpha / beta) (eV) = -7.396 / -6.027
- expectation value of S² = 0.757
- E_LUMO (alpha / beta) (eV) = 1.56 / -1.78

ORCA input file:
```
! wB97M-V def2-TZVPD RIJCOSX def2/J DEFGRID3
* xyz -1 2
Na -1.444 0.477 -2.121
C 2.104 3.636 -1.551
F 0.983 4.331 -1.798
F 2.893 3.493 -2.679
F 2.806 4.193 -0.494
S 1.689 1.744 -1.048
O 2.929 0.977 -1.204
O 1.187 1.598 0.381
O 0.635 1.375 -2.043
C 0.731 -3.625 0.034
F 0.702 -4.365 -1.079
F -0.397 -3.796 0.786
F 1.669 -4.121 0.761
S 0.991 -1.763 -0.435
O -0.238 -1.263 -1.084
O 1.249 -1.103 0.827
O 2.213 -1.634 -1.306
C -3.105 -0.777 2.012
F -4.414 -0.754 1.681
F -2.864 -1.071 3.323
F -2.600 -1.736 1.306
S -2.119 0.803 1.488
O -2.632 1.845 2.385
O -0.700 0.532 1.803
O -2.269 1.004 0.053
*
```

Computed natural (NBO) charges, given in elementary charges: number 1, Na, carries 0.970; number 2, C, carries 0.768; number 3, F, carries -0.311; number 4, F, carries -0.326; number 5, F, carries -0.326; number 6, S, carries 2.201; number 7, O, carries -0.868; number 8, O, carries -0.768; number 9, O, carries -1.035; number 10, C, carries 0.746; number 11, F, carries -0.328; number 12, F, carries -0.332; number 13, F, carries -0.304; number 14, S, carries 2.245; number 15, O, carries -1.000; number 16, O, carries -0.797; number 17, O, carries -0.857; number 18, C, carries 0.739; number 19, F, carries -0.329; number 20, F, carries -0.322; number 21, F, carries -0.311; number 22, S, carries 2.274; number 23, O, carries -0.930; number 24, O, carries -0.784; number 25, O, carries -1.018



Entry 2:
The following is a quantum chemistry calculation of 2 unconnected molecules or ions with the total composition C3FN3, from the Open Molecules 2025 dataset.

Properties
- HOMO (alpha / beta) (eV) = -10.008 / -8.642
- E_LUMO (alpha / beta) (eV) = -3.77 / -4.62

ORCA input file:
```
! wB97M-V def2-TZVPD RIJCOSX def2/J DEFGRID3
* xyz 0 1
C 1.035 0.392 -0.169
C -0.475 -1.731 0.374
C 0.084 -0.490 0.016
N 1.633 1.340 -0.499
N -1.136 -2.678 0.509
N -1.669 1.155 -0.172
F -0.860 2.162 0.003
*
```

Computed natural (NBO) charges, given in elementary charges: number 1, C, carries 0.096; number 2, C, carries 0.157; number 3, C, carries 0.066; number 4, N, carries -0.124; number 5, N, carries -0.160; number 6, N, carries 0.134; number 7, F, carries -0.169



Entry 3:
The following is a quantum chemistry calculation of a molecular structure, C3H10Br2Ta, from the Open Molecules 2025 dataset.

Properties
- HOMO (eV) = -5.031
- E_LUMO (eV) = 2.64

ORCA input file:
```
! wB97M-V def2-TZVPD RIJCOSX def2/J DEFGRID3
* xyz -1 1
C 1.985 0.597 0.115
C 1.081 -0.576 0.424
Br 2.281 -2.162 0.623
C 0.028 -0.724 -0.688
Br -0.389 -2.620 -1.015
Ta -1.862 0.440 0.009
H 2.565 0.857 0.992
H 2.635 0.320 -0.706
H 1.384 1.443 -0.206
H 0.623 -0.487 1.396
H 0.444 -0.338 -1.610
H -1.083 1.056 1.602
H -1.084 1.938 -0.777
H -2.794 0.012 -1.548
H -2.405 -1.112 0.901
H -3.408 1.357 0.487
*
```

Computed natural (NBO) charges, given in elementary charges: number 1, C, carries -0.640; number 2, C, carries -0.231; number 3, Br, carries -0.108; number 4, C, carries -0.812; number 5, Br, carries -0.029; number 6, Ta, carries 2.057; number 7, H, carries 0.212; number 8, H, carries 0.208; number 9, H, carries 0.235; number 10, H, carries 0.224; number 11, H, carries 0.212; number 12, H, carries -0.480; number 13, H, carries -0.482; number 14, H, carries -0.465; number 15, H, carries -0.470; number 16, H, carries -0.430



Entry 4:
The following is a quantum chemistry calculation of C3H10Cl2NOPSi in the gas phase, from the Open Molecules 2025 dataset.

Properties
- HOMO (eV) = -9.921
- SMILES = C[Si](C)(C)NP(=O)(Cl)Cl
- E_LUMO (eV) = 0.35

ORCA input file:
```
! wB97M-V def2-TZVPD RIJCOSX def2/J DEFGRID3
* xyz 0 1
C 2.020 -0.704 1.295
C 0.285 -1.394 -1.227
C 0.707 1.595 -0.485
N -1.004 -0.309 1.039
O -2.238 0.747 -1.482
Si 0.606 -0.176 0.125
P -2.472 0.394 -0.092
Cl -3.792 -1.048 0.080
Cl -3.304 1.945 0.875
H 2.003 -1.687 1.728
H 3.003 -0.835 0.696
H 2.398 0.093 2.023
H 0.876 -1.074 -2.078
H 0.440 -2.458 -1.040
H -0.680 -1.282 -1.578
H 0.285 2.284 0.155
H 1.648 2.009 -0.583
H 0.317 1.800 -1.483
H -1.098 0.099 2.032
*
```

Computed natural (NBO) charges, given in elementary charges: number 1, C, carries -1.136; number 2, C, carries -1.130; number 3, C, carries -1.139; number 4, N, carries -1.300; number 5, O, carries -1.053; number 6, Si, carries 1.766; number 7, P, carries 1.822; number 8, Cl, carries -0.221; number 9, Cl, carries -0.247; number 10, H, carries 0.251; number 11, H, carries 0.249; number 12, H, carries 0.248; number 13, H, carries 0.238; number 14, H, carries 0.247; number 15, H, carries 0.250; number 16, H, carries 0.240; number 17, H, carries 0.241; number 18, H, carries 0.265; number 19, H, carries 0.409



Entry 5:
The following is a quantum chemistry calculation of 2 unconnected molecules or ions with the total composition C3H10Cl2Si2, from the Open Molecules 2025 dataset.

Properties
- HOMO (eV) = -8.008
- E_LUMO (eV) = -0.23

ORCA input file:
```
! wB97M-V def2-TZVPD RIJCOSX def2/J DEFGRID3
* xyz 0 1
C -4.124 0.064 1.053
C -1.615 0.234 -0.521
C 3.808 0.630 -0.371
Si 2.846 -0.977 -0.481
Si -2.669 1.312 0.685
Cl 2.794 2.134 -0.253
Cl 1.531 -0.910 1.233
H -3.964 -0.783 1.709
H -4.843 0.657 1.577
H -4.715 -0.266 0.214
H -0.881 0.752 -1.214
H -1.124 -0.637 0.023
H -2.359 -0.203 -1.402
H 4.605 0.668 -1.202
H 4.450 0.588 0.579
H 2.251 -1.518 -1.716
H 4.010 -1.747 0.086
*
```

Computed natural (NBO) charges, given in elementary charges: number 1, C, carries -1.195; number 2, C, carries -1.235; number 3, C, carries -0.865; number 4, Si, carries 1.126; number 5, Si, carries 1.006; number 6, Cl, carries -0.056; number 7, Cl, carries -0.403; number 8, H, carries 0.244; number 9, H, carries 0.222; number 10, H, carries 0.236; number 11, H, carries 0.234; number 12, H, carries 0.255; number 13, H, carries 0.231; number 14, H, carries 0.249; number 15, H, carries 0.258; number 16, H, carries -0.137; number 17, H, carries -0.169



Entry 6:
The following is a quantum chemistry calculation of 3 unconnected molecules or ions with the total composition C3H10IN2, from the Open Molecules 2025 dataset.

Properties
- HOMO (eV) = -13.597
- E_LUMO (eV) = -3.36

ORCA input file:
```
! wB97M-V def2-TZVPD RIJCOSX def2/J DEFGRID3
* xyz 1 1
C 0.185 -0.041 2.031
C 0.197 1.289 1.970
C 0.284 0.910 -1.647
N 1.002 0.798 -2.693
N 0.320 -0.294 -0.808
I -3.024 -2.049 -0.062
H -3.886 -2.985 -1.063
H 0.832 -0.464 2.677
H -0.471 -0.780 1.704
H 0.852 2.010 2.625
H -0.556 1.687 1.319
H 0.946 1.549 -3.384
H 1.673 -0.004 -2.864
H 0.905 -1.128 -0.975
H -0.639 -0.783 -0.750
H 0.330 -0.005 0.328
*
```

Computed natural (NBO) charges, given in elementary charges: number 1, C, carries -0.500; number 2, C, carries -0.281; number 3, C, carries 0.261; number 4, N, carries -0.714; number 5, N, carries -0.878; number 6, I, carries -0.118; number 7, H, carries 0.151; number 8, H, carries 0.219; number 9, H, carries 0.215; number 10, H, carries 0.258; number 11, H, carries 0.204; number 12, H, carries 0.444; number 13, H, carries 0.395; number 14, H, carries 0.407; number 15, H, carries 0.463; number 16, H, carries 0.475



Entry 7:
The following is a quantum chemistry calculation of a molecular structure, C3H10N, from the Open Molecules 2025 dataset.

Properties
- HOMO (eV) = -10.934
- E_LUMO (eV) = -4.32

ORCA input file:
```
! wB97M-V def2-TZVPD RIJCOSX def2/J DEFGRID3
* xyz 1 1
C 0.225 0.753 1.579
H 1.300 0.929 2.623
H -0.100 1.744 1.300
H -0.229 0.181 2.356
H 1.704 1.206 1.996
C -0.273 0.206 -0.662
C 0.637 -0.110 0.440
N -0.705 -0.888 -1.550
H -0.545 1.212 -0.923
H 1.716 0.017 0.144
H 0.658 -1.173 0.656
H -0.094 -1.700 -1.490
H -1.672 -1.172 -1.362
H -0.686 -0.558 -2.516
*
```

Computed natural (NBO) charges, given in elementary charges: number 1, C, carries -0.252; number 2, H, carries 0.171; number 3, H, carries 0.262; number 4, H, carries 0.258; number 5, H, carries 0.209; number 6, C, carries -0.372; number 7, C, carries -0.500; number 8, N, carries -0.667; number 9, H, carries 0.217; number 10, H, carries 0.157; number 11, H, carries 0.221; number 12, H, carries 0.432; number 13, H, carries 0.425; number 14, H, carries 0.441



Entry 8:
The following is a quantum chemistry calculation of 2 unconnected molecules or ions with the total composition C3H10N, from the Open Molecules 2025 dataset.

Properties
- HOMO (eV) = -15.739
- E_LUMO (eV) = -3.73

ORCA input file:
```
! wB97M-V def2-TZVPD RIJCOSX def2/J DEFGRID3
* xyz 1 1
C -0.650 -0.502 -1.381
C 0.596 -0.106 -1.671
N -1.086 -0.827 -0.027
H -1.387 -0.671 -2.104
H 0.810 -0.025 -2.733
H 1.344 0.091 -0.951
H -0.203 -0.839 0.534
H -1.687 -0.114 0.405
H -1.533 -1.736 0.042
C 0.779 0.945 1.590
H -0.211 1.029 2.095
H 1.096 -0.107 1.638
H 1.536 1.606 2.024
H 0.596 1.256 0.539
*
```

Computed natural (NBO) charges, given in elementary charges: number 1, C, carries -0.085; number 2, C, carries -0.307; number 3, N, carries -0.701; number 4, H, carries 0.231; number 5, H, carries 0.255; number 6, H, carries 0.224; number 7, H, carries 0.464; number 8, H, carries 0.452; number 9, H, carries 0.452; number 10, C, carries -0.870; number 11, H, carries 0.218; number 12, H, carries 0.192; number 13, H, carries 0.271; number 14, H, carries 0.201



Entry 9:
The following is a quantum chemistry calculation of 2 unconnected molecules or ions with the total composition C3H10N2, from the Open Molecules 2025 dataset.

Properties
- HOMO (eV) = -8.143
- SMILES = C=CN.CN
- E_LUMO (eV) = 0.78

ORCA input file:
```
! wB97M-V def2-TZVPD RIJCOSX def2/J DEFGRID3
* xyz 0 1
C 3.879 1.036 -1.143
N 3.752 0.249 -2.370
H 3.362 2.130 -1.123
H 3.564 0.457 -0.192
H 5.002 1.212 -0.919
H 3.902 -0.764 -2.138
H 2.866 0.511 -2.806
C -4.389 -0.146 1.105
C -3.093 -0.207 1.465
N -2.400 -1.367 1.725
H -5.101 -1.152 1.433
H -4.743 0.811 0.625
H -2.538 0.795 1.583
H -1.464 -1.145 1.490
H -2.599 -2.420 1.264
*
```

Computed natural (NBO) charges, given in elementary charges: number 1, C, carries -0.425; number 2, N, carries -0.860; number 3, H, carries 0.201; number 4, H, carries 0.167; number 5, H, carries 0.182; number 6, H, carries 0.368; number 7, H, carries 0.365; number 8, C, carries -0.536; number 9, C, carries -0.016; number 10, N, carries -0.830; number 11, H, carries 0.200; number 12, H, carries 0.219; number 13, H, carries 0.198; number 14, H, carries 0.369; number 15, H, carries 0.395



Entry 10:
The following is a quantum chemistry calculation of 2 unconnected molecules or ions with the total composition C3H10N2, from the Open Molecules 2025 dataset.

Properties
- HOMO (eV) = -9.251
- SMILES = C=N.CCN
- E_LUMO (eV) = 0.99

ORCA input file:
```
! wB97M-V def2-TZVPD RIJCOSX def2/J DEFGRID3
* xyz 0 1
C 1.060 2.290 2.417
N 1.139 1.179 1.788
H 0.403 2.392 3.306
H 1.462 3.176 2.007
H 1.188 1.552 0.821
C -0.060 -1.771 -0.385
C -0.242 -0.681 -1.500
N -1.634 -0.254 -1.726
H -0.374 -2.823 -0.581
H 1.107 -1.788 -0.208
H -0.404 -1.417 0.624
H 0.491 0.246 -1.329
H 0.033 -1.090 -2.459
H -2.161 -1.103 -1.970
H -2.008 0.093 -0.804
*
```

Computed natural (NBO) charges, given in elementary charges: number 1, C, carries -0.034; number 2, N, carries -0.604; number 3, H, carries 0.162; number 4, H, carries 0.141; number 5, H, carries 0.336; number 6, C, carries -0.654; number 7, C, carries -0.214; number 8, N, carries -0.830; number 9, H, carries 0.212; number 10, H, carries 0.210; number 11, H, carries 0.218; number 12, H, carries 0.176; number 13, H, carries 0.187; number 14, H, carries 0.349; number 15, H, carries 0.345



Q: Which max |F| values were calculated for the entries above? A: 3.7 3.7 0.9 4.0 2.9 3.5 3.3 2.4 4.6 3.2, in eV/Å.
Q: Which energy above the lowest of the compared OMol25 structures with the same formula, charge and spin values were calculated for the entries above? A: 11.7 680.8 23.0 0.0 405.8 373.0 613.4 147.3 300.3 217.2, in kJ/mol.